Record 1
Formula: C6H12NO5
Source: OMol25
Level of theory: ωB97M-V/def2-TZVPD

Properties
HOMO level = -4.140 eV
electronic energy = -18145.2404 eV
HOMO-LUMO gap = 7.5 eV
energy above the lowest of the compared OMol25 structures with the same formula, charge and spin = 0.0 kcal/mol
E_LUMO = 0.1243 Eh

Structure (ORCA input):
```
! wB97M-V def2-TZVPD RIJCOSX def2/J DEFGRID3
* xyz -1 1
C 1.3897 -1.9199 -0.2456
C -0.7364 -0.2169 1.3791
C -0.5105 1.2813 -0.6687
C -1.2861 -1.0368 -0.9312
C -0.2704 -0.1495 -0.1210
C 2.8357 0.7512 0.3713
N 1.1872 -0.5929 -0.3120
O 2.5948 -2.2849 -0.7778
O 0.5673 -2.8313 0.0526
O 3.7866 0.0542 0.0976
O 2.3695 0.9567 1.6945
O 2.2867 1.7543 -0.3515
H 0.0130 0.2570 2.0467
H -1.6205 0.3579 1.4674
H -1.0656 -1.2247 1.8356
H 0.1129 1.4550 -1.5971
H -0.2116 2.0670 0.1380
H -1.6370 1.3242 -0.7284
H -1.3138 -0.7169 -1.9440
H -1.0126 -2.1025 -0.9109
H -2.1911 -0.7173 -0.2939
H 3.1279 -1.4876 -0.6582
H 1.4866 1.2281 1.4876
H 2.1176 1.5584 -1.2762
*
```


Record 2
Formula: C5H20ClCrN8O5
Source: OMol25
Level of theory: ωB97M-V/def2-TZVPD

Properties
HOMO level (alpha / beta) = -9.684 / -11.121 eV
electronic energy = -68611.4018 eV
HOMO-LUMO gap (alpha / beta) = 7.4 / 8.8 eV
energy above the lowest of the compared OMol25 structures with the same formula, charge and spin = 47.6 kcal/mol
E_LUMO (alpha / beta) = -0.0843 / -0.0843 Eh
<S²> = 6.005

Structure (ORCA input):
```
! wB97M-V def2-TZVPD RIJCOSX def2/J DEFGRID3
* xyz 1 5
Cr -0.4363 0.3396 0.7371
Cl -2.1251 2.1619 0.9439
C -0.9722 0.2348 3.7640
O -0.7791 -0.6436 2.7137
H -0.7214 1.2275 3.3903
H -1.8838 0.2297 4.3615
H -0.1484 0.0171 4.4438
H -0.4460 -1.4550 3.1040
C -2.7904 -1.1174 -0.9734
O -1.8297 -0.9256 -0.2669
N -3.2080 -2.2309 -1.5426
N -3.5452 -0.0930 -1.2023
H -2.5155 -2.9653 -1.5096
H -4.0775 -2.2482 -2.0562
H -4.3429 -0.2970 -1.7871
H -3.2698 0.7811 -0.7777
C 0.9498 1.2877 -2.1365
O 0.3172 0.9325 -1.1729
N 2.2795 1.1690 -2.2319
N 0.5170 1.8222 -3.2347
H 2.7714 1.5439 -3.0304
H 2.6938 0.8953 -1.3524
H -0.4681 2.0152 -3.1234
H 1.1518 2.2744 -3.8771
C 0.4620 -2.8694 -0.0098
O 0.4653 -1.7337 0.4930
N -0.1414 -3.9687 0.3976
N 1.1972 -3.1478 -1.0410
H -0.8990 -4.0351 1.0623
H 0.1388 -4.7685 -0.1518
H 1.1600 -4.0229 -1.5439
H 1.7354 -2.4523 -1.5377
C 1.9263 2.3574 1.2198
O 1.0529 1.5622 1.4876
N 3.1710 2.0649 0.9413
N 1.7539 3.7075 1.2981
H 3.5968 1.1859 0.6841
H 3.8083 2.8155 0.7164
H 0.8861 4.0648 1.6713
H 2.5656 4.2844 1.1290
*
```